{"formula": "H13NaO7", "method": "ωB97M-V with the def2-TZVPD basis set", "e_lumo_ha": -0.0087, "relative_energy_ev": 0.000, "gap_ha": 0.3253, "elements": ["Na", "O", "H", "O", "H", "H", "O", "H", "H", "O", "H", "H", "O", "H", "H", "O", "H", "H", "O", "H", "H"], "xyz": [[-0.529001, -0.400649, 0.371175], [-0.046741, 1.564140, 1.558045], [0.135634, 2.349087, 2.110416], [-2.271627, -2.145478, -0.454599], [-1.945248, -2.470350, -1.293745], [-2.966762, -2.757989, -0.214083], [0.879800, -0.676774, -1.698658], [1.790953, -0.763395, -1.978868], [0.773911, 0.255956, -1.511469], [0.303459, 2.153350, -1.005388], [-0.220637, 2.929755, -1.202268], [0.229967, 2.048418, -0.056803], [2.665065, 0.221979, 1.481784], [1.852983, 0.728005, 1.455429], [3.359193, 0.880328, 1.450313], [0.613463, -2.978239, 0.429973], [1.478985, -3.007529, 0.022227], [0.054121, -3.486451, -0.157456], [-2.308779, 1.559205, 0.265736], [-1.558073, 1.749827, 0.828172], [-2.290667, 2.246805, -0.399931]], "forces_ev_per_angstrom": [[-0.101, 0.004, 0.255], [0.459, 0.414, -0.097], [-0.134, -0.884, -0.353], [0.310, 0.144, 0.104], [0.076, 0.037, -0.361], [-0.243, -0.038, 0.205], [-0.362, -0.548, 0.121], [0.211, -0.031, 0.048], [0.017, 1.054, -0.295], [0.409, -0.059, -1.829], [0.001, 0.078, -0.270], [0.014, -0.179, 2.102], [0.544, -0.573, -0.162], [-0.974, 0.577, 0.227], [0.161, 0.104, -0.012], [-0.200, 0.181, 0.260], [0.309, 0.141, -0.018], [-0.201, -0.115, -0.073], [-1.479, -0.529, -0.912], [1.331, 0.259, 1.251], [-0.150, -0.037, -0.193]]}


{"formula": "C4H4F2O2", "method": "ωB97M-V with the def2-TZVPD basis set", "e_lumo_ha": 0.0071, "smiles": "C=C(C(=O)O)C(F)F", "relative_energy_ev": 0.000, "gap_ha": 0.4128, "elements": ["C", "C", "C", "O", "O", "C", "F", "F", "H", "H", "H", "H"], "xyz": [[0.222046, -2.015107, 0.424231], [0.116283, -0.733001, 0.105797], [0.345933, 0.301485, 1.195633], [0.653785, 0.072193, 2.332951], [0.259991, 1.546682, 0.711071], [-0.397647, -0.338582, -1.280553], [-1.543941, 0.415244, -1.214094], [0.504740, 0.466801, -1.865746], [-0.090144, -2.825264, -0.234567], [0.689193, -2.270312, 1.355570], [0.309603, 2.140251, 1.490247], [-0.585746, -1.222846, -1.915509]], "forces_ev_per_angstrom": [[0.246, -0.039, -0.295], [-1.026, 0.075, -0.077], [0.877, -0.033, -0.904], [-0.316, -0.369, 0.035], [-0.393, 0.442, 0.529], [-0.231, 0.170, 0.941], [0.015, -0.531, 0.127], [0.608, 0.078, -0.568], [0.244, 0.283, -0.006], [-0.189, -0.199, 0.468], [0.118, -0.249, -0.494], [0.047, 0.371, 0.243]]}


{"formula": "C32H45F9O21", "method": "ωB97M-V with the def2-TZVPD basis set", "multiplicity": 2, "e_lumo_ha": [0.0620, 0.0618], "total_charge": -1, "gap_ha": [0.0698, 0.2462], "elements": ["C", "C", "O", "C", "O", "C", "F", "F", "F", "H", "H", "H", "H", "H", "C", "C", "O", "C", "O", "C", "F", "F", "F", "H", "H", "H", "H", "H", "C", "C", "O", "C", "O", "C", "F", "F", "F", "H", "H", "H", "H", "H", "C", "C", "C", "O", "C", "O", "O", "H", "H", "H", "H", "H", "H", "C", "C", "C", "O", "C", "O", "O", "H", "H", "H", "H", "H", "H", "C", "C", "C", "O", "C", "O", "O", "H", "H", "H", "H", "H", "H", "C", "C", "C", "O", "C", "O", "O", "H", "H", "H", "H", "H", "H", "C", "C", "C", "O", "C", "O", "O", "H", "H", "H", "H", "H", "H"], "xyz": [[-9.310280, -6.117480, -0.743620], [-7.887010, -6.507790, -0.368680], [-7.641480, -7.753280, -0.911400], [-6.509790, -8.081640, -1.474550], [-5.472320, -7.475750, -1.201930], [-6.446600, -9.265170, -2.484680], [-5.700280, -10.248710, -2.024730], [-7.699100, -9.763850, -2.661000], [-5.937880, -8.869560, -3.679670], [-9.805760, -7.023220, -1.093220], [-9.295500, -5.479860, -1.627540], [-9.957050, -5.526780, -0.094870], [-7.788420, -6.427880, 0.713900], [-7.180280, -5.783170, -0.773110], [-0.144460, -3.759490, -0.630580], [-1.503300, -3.686020, -1.352920], [-1.273390, -3.194300, -2.689010], [-2.223900, -3.263270, -3.651840], [-3.263050, -3.968750, -3.568890], [-1.985750, -2.539030, -4.977360], [-2.703730, -1.434260, -5.044990], [-0.730370, -2.018210, -5.017680], [-2.241150, -3.317390, -5.928950], [0.636260, -3.026170, -0.832600], [0.286730, -4.723670, -0.899910], [-0.174180, -3.907970, 0.448850], [-2.159880, -2.963530, -0.868140], [-2.175340, -4.524420, -1.169730], [0.318500, -12.737380, -5.872630], [-0.284210, -11.962980, -4.663630], [-0.551460, -13.061010, -3.843160], [-1.065300, -12.739160, -2.620540], [-0.977200, -11.612030, -2.100440], [-1.744450, -13.838890, -1.842740], [-2.978190, -13.474850, -1.552590], [-1.894300, -14.863030, -2.682860], [-1.133190, -14.178600, -0.663400], [-0.448000, -13.376790, -6.310510], [0.960640, -13.565910, -5.573820], [0.666790, -12.061600, -6.653730], [-1.111390, -11.282770, -4.866610], [0.495130, -11.372220, -4.182260], [0.125300, -7.563810, -3.365760], [-1.315550, -8.108560, -3.088230], [-2.348980, -7.033090, -3.360380], [-3.245070, -7.608190, -4.276670], [-2.882900, -8.780940, -4.550950], [-3.513220, -9.518290, -5.336210], [-1.670110, -9.047030, -4.011140], [0.906300, -8.324040, -3.351910], [0.358340, -6.764800, -2.661930], [0.166950, -7.121600, -4.361150], [-1.350460, -8.525660, -2.081800], [-2.028420, -6.067770, -3.752170], [-2.919400, -6.785310, -2.465210], [-1.243180, -10.057480, 0.939270], [-0.749870, -9.055400, 2.072890], [-1.131940, -9.344440, 3.460430], [0.093070, -9.236450, 4.122980], [1.096880, -8.872040, 3.314580], [2.258800, -8.690640, 3.618170], [0.606450, -8.970660, 2.132230], [-2.306350, -10.263090, 1.063790], [-0.784460, -11.045830, 0.968580], [-1.111750, -9.753140, -0.099100], [-1.350270, -8.173690, 1.848790], [-1.647000, -10.301330, 3.545010], [-1.915250, -8.785060, 3.971930], [6.032940, -5.237200, 0.784090], [5.019190, -6.400250, 0.699980], [3.605700, -6.234020, 1.322060], [2.846920, -6.492220, 0.241120], [3.559700, -6.514070, -0.916170], [3.107320, -6.670640, -2.009990], [4.787660, -6.342630, -0.675070], [5.635880, -4.264970, 0.492190], [6.894700, -5.545950, 0.192350], [6.358450, -5.182860, 1.822930], [5.492410, -7.371000, 0.847670], [3.431610, -5.222290, 1.688370], [3.388780, -7.047080, 2.014870], [-7.359890, -13.350010, -5.493900], [-7.411980, -12.110980, -6.330690], [-6.053170, -11.530580, -6.789680], [-6.043790, -11.398310, -8.191180], [-7.239250, -11.644800, -8.613690], [-7.511740, -11.450650, -9.791610], [-8.053720, -12.153570, -7.628890], [-8.369030, -13.754870, -5.570260], [-7.341230, -12.978080, -4.469490], [-6.777180, -14.214570, -5.811850], [-7.988380, -11.442510, -5.691150], [-5.138710, -12.082780, -6.573020], [-5.865780, -10.557900, -6.334850], [-2.990170, -9.561370, -8.519140], [-2.757890, -9.043980, -9.974350], [-3.752110, -9.637000, -10.960070], [-4.453490, -8.472600, -11.465170], [-3.864230, -7.351420, -10.882320], [-4.223790, -6.185790, -11.033970], [-2.925990, -7.615900, -10.105000], [-2.189800, -9.234410, -7.855350], [-3.002200, -10.651030, -8.494880], [-3.851970, -9.068940, -8.068690], [-1.697850, -9.189840, -10.182050], [-4.339640, -10.283590, -10.308280], [-3.362590, -10.192200, -11.813370]], "forces_ev_per_angstrom": [[-0.422, 0.185, -1.552], [-0.335, 2.725, 0.919], [-1.260, -2.672, -1.093], [3.661, 2.284, 1.102], [-1.498, -1.322, -0.990], [-0.927, -0.013, -0.438], [0.262, 0.098, 0.191], [0.513, 0.295, -0.336], [-0.779, -0.166, 1.276], [-0.341, 0.033, 0.387], [0.225, -0.061, -0.300], [0.449, -0.492, 0.757], [0.359, -0.797, 0.097], [0.134, -0.107, -0.036], [0.191, -1.753, -0.305], [-0.347, 1.588, 1.681], [-0.736, 0.096, -1.696], [-2.968, -3.585, 2.238], [3.290, 2.650, -0.034], [2.163, 2.496, 3.012], [-1.790, 0.573, -0.070], [0.535, -1.103, -0.397], [-0.279, -1.641, -2.587], [-0.623, 0.369, -0.338], [0.342, -0.048, -0.423], [-0.758, 0.501, 0.114], [0.269, 0.813, -0.049], [0.715, -0.910, -1.150], [-1.338, 0.440, -0.281], [1.922, -1.422, -0.711], [-0.309, -0.611, -0.132], [-1.375, -1.893, 1.871], [0.584, 2.627, 0.960], [2.351, 2.697, -3.677], [-2.157, 0.288, 1.806], [0.209, -2.247, 0.324], [-0.411, -0.701, 0.213], [-0.681, 0.431, -0.267], [0.901, 0.830, 0.341], [0.509, -0.236, -0.020], [-0.344, -0.378, -0.172], [0.089, 0.359, -0.047], [-0.779, -0.290, -0.135], [2.289, 2.020, 0.422], [-0.594, 1.533, 1.674], [-1.699, 3.071, 0.673], [-0.064, -4.854, -3.543], [1.885, 1.479, 2.220], [-0.986, -2.543, -1.712], [-0.221, -0.086, 0.394], [0.118, -0.145, 0.161], [-0.213, 0.053, -0.142], [-0.218, -0.084, -0.022], [0.472, -0.329, -0.232], [-0.105, -0.034, 0.095], [0.374, -0.189, 0.985], [-3.881, -0.955, -3.087], [-1.494, -1.661, 1.322], [0.547, 0.111, 3.358], [1.136, -1.322, 1.612], [-1.771, 0.192, -0.240], [2.147, 1.612, -4.072], [-0.159, 0.292, 0.156], [0.328, 0.046, 0.319], [0.216, 0.455, 0.213], [1.170, 1.062, -0.600], [1.025, -0.959, 0.163], [0.442, 1.236, -0.335], [0.170, -1.182, 1.988], [1.763, 1.846, 0.430], [2.387, -0.600, 1.142], [-2.898, -0.345, -2.908], [-3.223, -0.541, -1.477], [-0.630, 0.100, 0.148], [2.179, -0.246, -0.826], [-0.157, -0.289, -0.199], [-0.065, 0.373, -0.100], [0.266, 0.334, 0.115], [-0.057, 0.055, 0.702], [0.008, -0.039, 0.341], [0.170, 0.527, 0.689], [-1.842, -0.732, -0.681], [1.414, 0.786, -1.093], [1.742, 0.671, 2.010], [0.647, 0.337, 0.988], [-1.777, -0.156, -3.133], [-0.637, -0.769, 2.279], [-0.238, -0.189, -0.772], [-0.416, -0.076, 0.129], [0.898, -0.625, 0.113], [0.789, 0.558, 0.341], [0.097, 0.607, -0.500], [-0.394, -0.520, 0.488], [-0.098, 0.188, -0.112], [0.524, 1.438, -0.488], [1.435, -0.582, 1.335], [-0.066, 0.432, 0.213], [0.704, 0.596, 0.865], [-4.311, 3.349, -2.524], [-0.037, -2.344, -0.682], [3.031, -2.157, 2.776], [0.272, -0.100, -0.185], [-0.330, 0.103, -0.034], [-0.458, -0.540, -0.210], [-0.099, -0.321, -0.423], [-0.896, 0.036, -0.747], [0.179, 0.082, 0.170]]}


{"formula": "C3H6N2O", "method": "ωB97M-V with the def2-TZVPD basis set", "e_lumo_ha": 0.0338, "smiles": "NC(=O)N1CC1", "relative_energy_ev": 1.323, "gap_ha": 0.3915, "elements": ["N", "C", "O", "N", "C", "C", "H", "H", "H", "H", "H", "H"], "xyz": [[1.894608, 0.371278, -0.531752], [1.028852, -0.647954, -0.212296], [1.279275, -1.813254, -0.442187], [-0.108831, -0.233579, 0.483311], [-1.477999, -0.615321, 0.313130], [-1.064600, 0.822242, 0.255845], [1.702022, 1.312229, -0.221302], [2.867553, 0.097313, -0.587046], [-1.790424, -1.058655, -0.630987], [-1.985255, -1.026519, 1.184789], [-1.126951, 1.308733, -0.720012], [-1.218245, 1.483490, 1.108504]], "forces_ev_per_angstrom": [[0.114, 0.129, 0.036], [-0.109, -0.103, 0.016], [-0.224, 0.272, 0.085], [0.068, -0.063, -0.025], [-0.163, -0.257, -0.042], [0.108, 0.317, 0.030], [0.048, -0.255, 0.097], [-0.310, 0.102, -0.151], [0.221, 0.001, 0.086], [0.162, 0.174, -0.106], [0.177, -0.171, 0.162], [-0.093, -0.146, -0.190]]}


Number 1: molar mass 148.1 g/mol. Number 2: molar mass 122.1 g/mol. Number 3: molar mass 936.7 g/mol. Number 4: molar mass 86.1 g/mol.